(1)
{"formula": "C19H21N3O4S", "method": "wB97M-V/def2-TZVPD", "e_above_lowest_kcal_mol": 61.6, "e_lumo_ha": 0.00269, "e_homo_ev": -8.5, "smiles": "COCCNS(=O)(=O)c1cc(-c2nn(C)c(=O)c3ccccc23)ccc1C", "symbols": ["C", "O", "C", "C", "N", "S", "O", "O", "C", "C", "C", "C", "N", "N", "C", "C", "O", "C", "C", "C", "C", "C", "C", "C", "C", "C", "C", "H", "H", "H", "H", "H", "H", "H", "H", "H", "H", "H", "H", "H", "H", "H", "H", "H", "H", "H", "H", "H"], "positions_angstrom": [[4.672, -5.386, 1.040], [3.575, -5.718, 0.220], [2.520, -4.789, 0.253], [2.815, -3.511, -0.548], [1.624, -2.670, -0.578], [1.515, -1.630, 0.760], [1.659, -2.419, 1.947], [2.430, -0.536, 0.579], [-0.157, -1.023, 0.585], [-0.308, 0.333, 0.377], [-1.580, 0.878, 0.226], [-1.779, 2.320, 0.020], [-2.719, 2.860, 0.729], [-2.961, 4.160, 0.668], [-4.029, 4.641, 1.516], [-2.258, 5.077, -0.092], [-2.531, 6.262, -0.036], [-1.224, 4.482, -0.940], [-0.496, 5.300, -1.805], [0.443, 4.751, -2.647], [0.648, 3.372, -2.652], [-0.058, 2.551, -1.802], [-0.990, 3.094, -0.908], [-2.680, 0.027, 0.324], [-2.510, -1.328, 0.538], [-1.242, -1.888, 0.665], [-1.046, -3.349, 0.881], [5.309, -6.268, 1.065], [4.343, -5.141, 2.055], [5.244, -4.542, 0.640], [2.271, -4.512, 1.284], [1.666, -5.299, -0.200], [3.088, -3.787, -1.569], [3.650, -2.965, -0.093], [1.616, -2.078, -1.398], [0.579, 0.946, 0.371], [-4.846, 5.026, 0.904], [-3.659, 5.454, 2.141], [-4.372, 3.811, 2.127], [-0.701, 6.360, -1.793], [1.011, 5.381, -3.314], [1.367, 2.942, -3.334], [0.093, 1.483, -1.831], [-3.670, 0.445, 0.231], [-3.377, -1.968, 0.609], [-0.595, -3.796, -0.004], [-1.992, -3.841, 1.089], [-0.357, -3.510, 1.707]], "lowdin_charge": [-0.106, -0.184, -0.229, -0.210, -0.128, 0.677, -0.284, -0.291, -0.220, -0.014, -0.153, -0.173, 0.157, -0.101, -0.010, -0.384, 0.071, -0.060, 0.000, -0.060, -0.059, -0.015, -0.083, 0.001, -0.015, -0.240, -0.043, 0.089, 0.094, 0.084, 0.105, 0.127, 0.132, 0.112, 0.108, 0.118, 0.094, 0.092, 0.088, 0.121, 0.107, 0.108, 0.109, 0.116, 0.115, 0.078, 0.084, 0.074]}

=====

(2)
{"formula": "C31H23Br2ClFN2NiO4", "method": "wB97M-V/def2-TZVPD", "e_lumo_ha": [0.06399, 0.06255], "charge": -1, "spin_multiplicity": 3, "e_homo_ev": [-3.3, -4.1], "s_squared": 2.011, "symbols": ["Ni", "C", "C", "C", "C", "C", "C", "Br", "C", "C", "Br", "C", "O", "C", "N", "H", "H", "H", "H", "H", "H", "C", "C", "C", "C", "C", "C", "C", "F", "C", "C", "C", "O", "C", "C", "N", "C", "C", "O", "O", "H", "H", "H", "H", "H", "H", "H", "H", "H", "H", "H", "Cl", "C", "C", "C", "C", "C", "C", "C", "H", "H", "H", "H", "H", "H"], "positions_angstrom": [[-1.678, 0.248, -0.850], [1.307, 1.231, 0.708], [0.089, 2.015, 1.077], [0.125, 2.875, 2.190], [-0.989, 3.582, 2.544], [-2.178, 3.431, 1.802], [-3.395, 4.084, 2.065], [-3.540, 5.254, 3.565], [-4.505, 3.901, 1.272], [-4.441, 3.022, 0.207], [-5.944, 2.778, -0.920], [-3.307, 2.247, -0.087], [-3.302, 1.359, -0.988], [-2.130, 2.529, 0.707], [-1.007, 1.860, 0.365], [2.178, 1.878, 0.624], [1.137, 0.722, -0.237], [1.499, 0.482, 1.477], [1.037, 2.968, 2.762], [-0.975, 4.245, 3.397], [-5.425, 4.429, 1.479], [2.190, -3.805, 4.007], [2.531, -4.114, 2.554], [4.023, -3.916, 2.263], [4.306, -4.437, 0.863], [3.406, -3.744, -0.117], [3.791, -3.631, -1.445], [2.965, -2.987, -2.350], [3.361, -2.901, -3.644], [1.775, -2.423, -1.964], [1.379, -2.515, -0.623], [0.095, -1.939, -0.243], [-0.626, -1.416, -1.129], [-0.236, -2.034, 1.147], [0.590, -2.701, 1.987], [1.765, -3.290, 1.623], [2.188, -3.193, 0.312], [-1.495, -1.381, 1.778], [-1.751, -1.714, 2.933], [-2.123, -0.554, 1.077], [2.945, -4.254, 4.645], [1.221, -4.218, 4.275], [2.178, -2.733, 4.182], [2.288, -5.171, 2.350], [4.631, -4.451, 2.994], [4.267, -2.853, 2.319], [4.128, -5.518, 0.840], [5.348, -4.278, 0.588], [4.732, -4.036, -1.785], [1.121, -1.915, -2.655], [0.277, -2.756, 3.018], [-2.973, 5.925, -5.164], [-2.437, 4.429, -4.464], [-1.161, 4.341, -3.926], [-0.742, 3.157, -3.362], [-1.572, 2.019, -3.325], [-1.097, 0.772, -2.805], [-2.867, 2.155, -3.870], [-3.290, 3.334, -4.438], [-0.505, 5.198, -3.957], [0.252, 3.089, -2.943], [-0.008, 0.697, -2.786], [-1.609, -0.104, -3.216], [-3.536, 1.308, -3.836], [-4.278, 3.418, -4.866]], "lowdin_spin": [1.660, 0.000, 0.002, 0.002, -0.003, 0.001, -0.002, 0.000, 0.001, 0.000, 0.000, 0.005, 0.057, 0.003, 0.041, 0.000, 0.000, 0.000, 0.000, 0.000, 0.000, 0.000, 0.000, 0.000, 0.000, 0.001, 0.002, 0.000, 0.000, 0.001, 0.001, 0.012, 0.023, 0.002, 0.004, 0.006, 0.002, 0.002, 0.001, 0.024, 0.000, 0.000, 0.000, 0.000, 0.000, 0.000, 0.000, 0.000, 0.000, 0.000, 0.000, 0.006, 0.023, -0.002, 0.018, 0.009, 0.066, 0.018, -0.002, -0.001, 0.001, 0.005, 0.006, 0.001, -0.001]}

=====

Computed electronic energy, in the same sequence as the records: -43538.6263 -240063.2547 eV.